No. 1
CH29O17 | ωB97M-V/def2-TZVPD

Output
HOMO: -6.87 eV
E_tot: -1334.69090 a.u.
Total charge: -1
Orbital gap: 8.715 eV
Relative energy (zero: lowest compared OMol25 entry of this formula, charge and spin): 0.8889 eV
Molar mass: 313.2 g/mol

Geometry as XYZ:
```
47
Properties=species:S:1:pos:R:3:forces:R:3:nbo_charge:R:1
C 0.2852 -0.5095 -0.5028 -0.4721 -0.2117 -1.0053 0.990
O 0.5431 0.2976 -1.4213 0.2954 1.6549 1.0440 -0.836
O 0.4946 -0.1928 0.8080 -0.4139 -0.2045 -0.2528 -0.766
O -0.1477 -1.6203 -0.7764 -1.3089 -1.3160 1.2494 -0.801
H 0.4372 0.7628 0.9383 0.3007 0.4355 -0.0305 0.522
O -1.9752 1.9072 0.8191 0.4581 0.9768 0.4770 -1.006
H -1.5136 1.8574 1.6709 -0.1565 -0.3617 -0.2832 0.493
H -2.3672 1.0645 0.5667 -0.0626 -0.4619 -0.0365 0.508
O -1.8584 0.9585 -2.7186 -1.3697 0.1142 -0.8750 -0.964
H -2.5187 1.2842 -2.1009 0.1937 0.0271 0.0687 0.462
H -1.1007 0.6844 -2.2222 1.1113 -0.0711 0.6292 0.489
O -0.6988 0.5930 3.6065 0.5581 0.9861 -0.5043 -0.949
H -0.2694 0.2373 4.3727 0.4610 -0.3246 0.7119 0.483
H -1.5337 0.1635 3.5798 -1.0832 -0.6649 -0.1107 0.470
O -0.2866 -2.9632 -3.0768 -0.4667 -1.2818 -1.7470 -0.959
H -0.2981 -2.3309 -2.3887 0.0323 1.1381 1.5464 0.480
H -0.2933 -2.4043 -3.8581 0.2152 -0.1270 -0.1445 0.458
O 1.7344 -3.4673 -0.4692 2.0138 1.2409 0.3748 -0.957
H 2.4549 -2.7714 -0.2771 -1.9419 -1.6102 -0.6117 0.455
H 1.0450 -2.9995 -0.9720 0.5867 -0.1537 0.2896 0.489
O -3.2904 -0.1610 -0.3516 -0.5293 0.4838 0.6041 -0.958
H -3.7964 -0.7259 0.2338 -0.1577 -0.1416 0.0788 0.475
H -2.7638 -0.7483 -0.8782 0.7148 -0.5630 -0.7157 0.507
O 1.8298 -0.8134 -3.3450 1.6301 -1.4873 -0.6370 -0.982
H 1.2719 -0.4802 -2.6539 -0.8069 0.8026 0.3151 0.486
H 1.6623 -0.4004 -4.1773 -0.4086 0.6399 -0.3858 0.459
O -0.5722 4.0500 -0.3340 -0.6626 0.5236 1.8399 -0.981
H -0.8858 4.6099 0.4219 0.5152 -0.4187 -1.1392 0.468
H -0.9804 3.1984 -0.0672 -0.1154 -0.0315 -0.4267 0.507
O 0.0549 -2.5163 2.2624 -0.3106 -0.1003 0.6918 -0.920
H -0.1759 -1.7523 1.7464 0.7467 0.8671 -0.8264 0.474
H -0.8261 -2.7106 2.5692 -0.3747 -0.9185 0.4929 0.438
O 0.9549 2.4927 1.7607 -0.4477 0.0780 -0.3979 -0.975
H 1.6389 2.6484 2.4030 0.3840 -0.0002 0.4794 0.481
H 1.0572 3.1836 1.0909 -0.0770 -0.0755 -0.1848 0.503
O 2.9493 1.0345 -0.3331 1.5092 0.6029 0.1589 -0.946
H 3.0136 1.1611 0.6139 -0.2413 -0.1064 0.0280 0.445
H 2.1431 0.5675 -0.5148 -0.5915 -0.1437 -0.2516 0.481
O -1.3700 -4.2268 0.1008 0.4232 0.2055 -0.0297 -0.930
H -1.0718 -3.3194 -0.0496 0.8820 -0.0006 -0.1054 0.490
H -2.2862 -4.0616 0.2390 -1.3481 -0.2930 0.1413 0.434
O 2.1876 -0.0348 3.4917 3.5472 0.0808 0.8501 -0.961
H 1.3610 0.1353 3.1158 -1.7768 0.3208 -1.6580 0.485
H 2.9376 0.1787 2.8725 -1.7279 -0.4463 0.7427 0.474
O 1.0141 2.8937 -2.2861 0.4438 0.0891 -0.5654 -0.969
H 1.1792 1.9901 -2.0134 0.1514 -0.3935 -0.1656 0.486
H 0.6306 3.2561 -1.4957 -0.3225 0.6414 0.2769 0.467
```
Forces are in eV/Å.



No. 2
CH2BN | ωB97M-V/def2-TZVPD

Output
HOMO: -11.81 eV
E_tot: -118.85234 a.u.
Total charge: 0
Orbital gap: 10.466 eV
Structure (SMILES): BC#N
Relative energy (zero: lowest compared OMol25 entry of this formula, charge and spin): 0.2347 eV
Molar mass: 38.8 g/mol

Geometry as XYZ:
```
5
Properties=species:S:1:pos:R:3:forces:R:3:nbo_charge:R:1
B -0.1592 0.3630 -0.4527 3.3763 1.3222 -1.1254 0.389
C 0.0515 -0.5504 0.7297 -0.1678 -0.1340 0.1767 -0.077
N 0.2530 -1.2657 1.6075 0.0273 -0.1142 0.1764 -0.225
H -1.1782 0.5008 -0.9936 -0.4108 0.1161 -0.1299 -0.054
H 1.0329 0.9523 -0.8909 -2.8249 -1.1901 0.9022 -0.032
```
Forces are in eV/Å.



No. 3
CH2BNO | ωB97M-V/def2-TZVPD

Output
HOMO (alpha / beta): -9.88 / -8.87 eV
E_tot: -193.98915 a.u.
Total charge: 0
Orbital gap (alpha / beta): 8.807 / 7.078 eV
Relative energy (zero: lowest compared OMol25 entry of this formula, charge and spin): 5.4246 eV
Molar mass: 54.8 g/mol

Geometry as XYZ:
```
6
Properties=species:S:1:pos:R:3:forces:R:3:nbo_charge:R:1
B 1.0595 -0.3077 0.9575 -3.0576 0.4375 -2.4274 0.458
C -0.1374 0.1544 -0.2088 4.7145 2.0468 1.0258 0.087
N 1.9741 -0.6362 1.8115 -0.7316 0.3917 -0.7665 -0.634
O -1.2456 -0.4074 -0.5610 -0.6525 -0.9305 0.6274 -0.607
H 0.1904 1.1252 -0.8372 -0.9345 -2.1169 1.4698 0.181
H -1.8411 0.0718 -1.1620 0.6618 0.1714 0.0709 0.514
```
Forces are in eV/Å.



Please write out number 3 again, unchanged.
CH2BNO | ωB97M-V/def2-TZVPD

Output
HOMO (alpha / beta): -9.88 / -8.87 eV
E_tot: -193.98915 a.u.
Total charge: 0
Orbital gap (alpha / beta): 8.807 / 7.078 eV
Relative energy (zero: lowest compared OMol25 entry of this formula, charge and spin): 5.4246 eV
Molar mass: 54.8 g/mol

Geometry as XYZ:
```
6
Properties=species:S:1:pos:R:3:forces:R:3:nbo_charge:R:1
B 1.0595 -0.3077 0.9575 -3.0576 0.4375 -2.4274 0.458
C -0.1374 0.1544 -0.2088 4.7145 2.0468 1.0258 0.087
N 1.9741 -0.6362 1.8115 -0.7316 0.3917 -0.7665 -0.634
O -1.2456 -0.4074 -0.5610 -0.6525 -0.9305 0.6274 -0.607
H 0.1904 1.1252 -0.8372 -0.9345 -2.1169 1.4698 0.181
H -1.8411 0.0718 -1.1620 0.6618 0.1714 0.0709 0.514
```
Forces are in eV/Å.